No. 1
Entry from OMol25: 4 unconnected molecules or ions with the total composition C40H80N4O16P3S in a non-equilibrium geometry (ωB97M-V/def2-TZVPD).

The value obtained for the HOMO energy is -11.4 eV. For the total energy, the calculation gives -4416.59992 hartree. The net charge is +1. Its LUMO energy is -3.1 eV.

Last column: Mulliken charge in e.
Geometry (Å):
C: -7.000 2.311 -0.843  -1.086
C: -5.507 2.077 -0.218  0.378
C: -5.042 3.511 0.352  -1.154
C: -3.730 3.474 1.280  -0.364
C: -2.391 3.996 0.581  0.639
C: -2.678 5.521 0.059  -1.310
O: -3.523 6.253 0.980  -0.212
C: -4.515 7.053 0.287  -0.698
N: -2.062 3.203 -0.653  -0.100
C: -1.090 2.076 -0.446  0.432
C: -0.477 1.740 -1.923  -1.372
C: -1.497 0.933 -2.868  -0.208
C: -0.730 -0.272 -3.636  -0.756
O: 0.171 0.365 -4.597  -0.503
C: -1.699 0.778 0.270  -0.265
C: -0.624 -0.446 0.314  -0.604
S: -1.353 -2.022 0.990  -0.143
C: -1.664 -1.901 2.797  0.248
N: -1.672 -3.034 3.669  -0.111
N: -1.982 -2.508 4.904  -0.530
C: -2.134 -1.095 4.777  0.006
O: -1.917 -0.656 3.422  0.007
C: 0.166 2.560 0.441  -1.063
O: -0.354 2.915 1.746  -0.305
C: -1.119 4.134 1.584  -0.253
C: -1.479 4.734 3.013  -0.071
C: -1.436 6.247 3.390  -0.377
C: -1.873 6.612 4.828  -0.296
N: -2.329 5.736 5.855  -0.510
C: -2.329 4.358 5.490  -0.173
C: -1.943 3.736 4.129  -0.415
H: -7.067 1.951 -1.936  0.338
H: -7.203 3.450 -0.896  0.293
H: -7.824 1.878 -0.186  0.280
H: -4.852 1.815 -1.138  -0.179
H: -5.532 1.249 0.564  0.326
H: -5.918 3.890 1.006  0.441
H: -4.991 4.222 -0.539  0.356
H: -3.999 4.033 2.250  0.528
H: -3.595 2.371 1.608  -0.060
H: -3.144 5.417 -0.993  0.614
H: -1.720 6.131 -0.071  0.325
H: -4.303 7.211 -0.828  0.322
H: -5.597 6.680 0.455  0.215
H: -4.475 8.108 0.760  0.267
H: -1.602 3.871 -1.315  0.876
H: -2.878 2.821 -1.162  0.707
H: -0.165 2.686 -2.484  0.516
H: 0.436 1.076 -1.732  0.619
H: -1.871 1.630 -3.712  0.089
H: -2.435 0.542 -2.348  0.388
H: -0.053 -0.875 -2.927  0.232
H: -1.442 -1.016 -4.127  0.330
H: 1.052 0.450 -4.163  0.328
H: -2.668 0.387 -0.227  0.310
H: -1.986 0.955 1.374  0.184
H: -0.236 -0.715 -0.741  0.091
H: 0.289 -0.204 0.959  0.317
H: -2.407 -0.365 5.614  0.384
H: 0.992 1.782 0.543  0.519
H: 0.635 3.450 -0.130  0.331
H: -0.407 4.899 1.080  0.627
H: -1.095 7.028 2.625  0.307
H: -1.850 7.734 5.090  0.324
H: -2.679 3.617 6.300  0.267
H: -1.986 2.613 3.929  0.245
O: 0.315 6.735 -7.172  -0.782
P: 1.467 5.733 -7.296  1.084
O: 1.331 5.126 -5.744  -0.528
C: 0.060 4.833 -5.183  -0.169
C: -0.432 3.452 -5.572  -0.778
O: 2.700 6.798 -7.023  -0.327
C: 2.518 8.201 -7.160  -0.289
C: 2.133 8.823 -5.830  -1.011
O: 2.724 4.611 -7.572  -0.336
C: 2.571 3.219 -7.377  0.008
C: 1.770 2.578 -8.490  -1.111
H: -0.688 5.584 -5.448  0.362
H: 0.174 4.879 -4.095  0.166
H: -0.506 3.352 -6.657  0.302
H: -1.416 3.254 -5.139  0.333
H: 0.252 2.678 -5.214  0.169
H: 1.790 8.431 -7.943  0.321
H: 3.472 8.621 -7.489  0.346
H: 1.232 8.369 -5.413  0.244
H: 1.962 9.896 -5.942  0.377
H: 2.929 8.671 -5.096  0.271
H: 2.153 2.998 -6.396  0.101
H: 3.578 2.790 -7.374  0.371
H: 0.793 3.055 -8.601  0.295
H: 1.629 1.513 -8.293  0.349
H: 2.291 2.689 -9.444  0.331
O: -1.672 -9.272 -0.983  -0.778
P: -0.278 -8.658 -0.829  1.083
O: -0.773 -7.068 -0.971  -0.442
C: -1.941 -6.603 -0.303  -0.294
C: -1.657 -6.196 1.129  -0.758
O: 0.223 -8.887 -2.388  -0.343
C: -0.420 -9.818 -3.248  -0.296
C: -1.513 -9.138 -4.052  -1.023
O: 1.314 -8.089 -0.582  -0.319
C: 1.652 -7.160 0.428  -0.085
C: 1.681 -7.801 1.798  -0.655
H: -2.749 -7.336 -0.330  0.329
H: -2.297 -5.729 -0.859  0.294
H: -1.246 -7.033 1.701  0.185
H: -2.568 -5.854 1.624  0.410
H: -0.928 -5.380 1.166  0.064
H: -0.802 -10.676 -2.688  0.324
H: 0.340 -10.204 -3.932  0.340
H: -2.250 -8.652 -3.410  0.260
H: -2.028 -9.859 -4.690  0.377
H: -1.086 -8.354 -4.685  0.266
H: 1.000 -6.287 0.401  0.137
H: 2.654 -6.788 0.191  0.378
H: 0.729 -8.283 2.031  0.308
H: 1.901 -7.054 2.565  -0.069
H: 2.451 -8.575 1.838  0.335
O: 6.891 -3.481 5.647  -0.775
P: 5.644 -4.277 5.248  1.064
O: 4.744 -3.877 6.597  -0.407
C: 4.727 -2.545 7.098  -0.299
C: 3.708 -1.679 6.385  -0.963
O: 6.175 -5.760 5.750  -0.324
C: 7.553 -6.021 5.976  -0.289
C: 7.914 -5.771 7.429  -1.028
O: 4.294 -5.147 4.665  -0.279
C: 3.015 -4.567 4.507  -0.194
C: 2.950 -3.671 3.289  -0.890
H: 5.713 -2.077 7.052  0.319
H: 4.464 -2.609 8.158  0.326
H: 3.910 -1.638 5.311  0.160
H: 3.722 -0.660 6.778  0.417
H: 2.696 -2.076 6.517  0.265
H: 8.183 -5.442 5.295  0.320
H: 7.725 -7.075 5.740  0.341
H: 7.672 -4.754 7.740  0.261
H: 8.980 -5.942 7.596  0.376
H: 7.346 -6.442 8.081  0.272
H: 2.698 -4.048 5.410  0.180
H: 2.308 -5.392 4.376  0.282
H: 3.718 -2.894 3.326  0.375
H: 1.966 -3.201 3.213  0.188
H: 3.127 -4.253 2.380  0.285

---

No. 2
Entry from OMol25: 10 unconnected molecules or ions with the total composition C40H80O10 in a non-equilibrium geometry (ωB97M-V/def2-TZVPD).

The value obtained for the HOMO energy is -9.1 eV. For the total energy, the calculation gives -2324.25604 hartree. Its SMILES is C1CCOC1.C1CCOC1.C1CCOC1.C1CCOC1.C1CCOC1.C1CCOC1.C1CCOC1.C1CCOC1.C1CCOC1.C1CCOC1. The net charge is 0. The energy relative to the best compared isomer or geometry (same formula, charge and spin) comes out at 44.8 kcal/mol. Its LUMO energy is 0.5 eV.

Last column: Mulliken charge in e.
Geometry (Å):
C: 0.137 4.479 -1.632  0.245
C: -0.355 5.620 -0.750  0.050
C: -1.822 5.681 -1.098  -0.656
O: -2.204 4.343 -1.450  -0.458
C: -1.131 3.746 -2.145  0.196
H: 0.892 3.871 -1.133  -0.717
H: 0.645 4.866 -2.515  0.559
H: 0.143 6.584 -0.851  0.454
H: -0.195 5.412 0.308  -0.406
H: -1.908 6.317 -1.979  0.332
H: -2.517 6.189 -0.429  0.398
H: -1.278 3.888 -3.215  0.285
H: -1.012 2.663 -2.100  -0.248
C: 2.322 -2.652 3.433  -0.270
C: 3.721 -2.833 4.013  -0.768
C: 4.615 -2.736 2.732  -0.471
O: 3.730 -2.702 1.585  -0.382
C: 2.510 -2.164 1.968  1.686
H: 1.628 -2.016 3.982  0.145
H: 1.841 -3.629 3.380  0.301
H: 3.803 -3.742 4.608  0.300
H: 3.875 -2.064 4.770  0.279
H: 5.175 -3.662 2.609  0.390
H: 5.241 -1.846 2.666  0.236
H: 1.627 -2.412 1.378  -0.663
H: 2.658 -1.090 1.854  -0.863
C: -1.582 4.180 4.016  -0.368
C: -0.372 4.698 4.774  -0.658
C: 0.333 5.505 3.703  0.305
O: -0.657 5.967 2.808  -0.465
C: -1.634 4.937 2.714  0.419
H: -2.453 4.462 4.607  0.289
H: -1.555 3.097 3.900  0.195
H: 0.253 3.934 5.237  0.347
H: -0.674 5.387 5.563  0.276
H: 1.076 4.949 3.130  -0.550
H: 0.949 6.321 4.079  0.428
H: -1.420 4.308 1.850  -0.592
H: -2.609 5.365 2.482  0.368
C: 5.069 0.621 -0.811  -0.087
C: 5.699 -0.754 -0.835  -0.313
C: 4.996 -1.477 -1.961  -0.412
O: 3.931 -0.597 -2.304  -0.553
C: 3.726 0.366 -1.260  0.809
H: 5.513 1.364 -1.474  0.356
H: 5.093 1.109 0.164  -0.155
H: 5.558 -1.235 0.133  -0.199
H: 6.751 -0.654 -1.102  0.427
H: 4.682 -2.428 -1.530  0.163
H: 5.688 -1.631 -2.788  0.367
H: 3.067 -0.024 -0.483  -0.637
H: 3.237 1.205 -1.754  0.206
C: -3.071 -0.138 -4.880  0.267
C: -1.566 0.064 -4.901  -0.187
C: -1.114 -1.411 -5.157  0.210
O: -2.129 -1.940 -5.975  -0.467
C: -3.276 -1.117 -6.018  -0.460
H: -3.576 0.787 -5.160  0.481
H: -3.454 -0.508 -3.929  -0.626
H: -1.191 0.480 -3.965  -0.115
H: -1.287 0.792 -5.663  0.385
H: -1.084 -1.904 -4.185  -0.345
H: -0.182 -1.387 -5.722  0.328
H: -4.127 -1.780 -5.863  0.271
H: -3.365 -0.671 -7.008  0.289
C: -4.837 -1.938 -1.774  0.098
C: -6.240 -2.489 -1.492  -0.922
C: -6.082 -3.240 -0.150  -0.460
O: -4.656 -3.518 -0.073  -0.424
C: -3.914 -3.094 -1.261  0.848
H: -4.541 -1.015 -1.277  0.254
H: -4.794 -1.717 -2.840  -0.059
H: -6.623 -3.166 -2.256  0.310
H: -6.960 -1.673 -1.426  0.410
H: -6.622 -4.187 -0.182  0.312
H: -6.368 -2.602 0.686  0.268
H: -3.774 -3.911 -1.969  0.231
H: -2.946 -2.716 -0.933  -0.783
C: 3.823 3.333 2.935  -0.617
C: 4.152 3.783 1.542  -0.514
C: 2.887 3.266 0.884  -0.008
O: 2.535 2.034 1.552  0.164
C: 3.204 1.945 2.788  -0.493
H: 3.121 4.014 3.416  0.186
H: 4.688 3.151 3.573  0.449
H: 4.995 3.145 1.276  0.264
H: 4.242 4.866 1.449  0.347
H: 2.889 3.147 -0.200  0.051
H: 2.040 3.931 1.055  -0.058
H: 4.025 1.228 2.766  0.128
H: 2.475 1.747 3.574  0.272
C: 0.929 -5.528 -2.739  -0.643
C: 1.695 -4.412 -2.036  -0.512
C: 0.616 -3.356 -1.757  0.853
O: -0.578 -3.846 -2.381  -0.167
C: -0.221 -4.797 -3.434  -0.549
H: 0.511 -6.237 -2.025  0.281
H: 1.546 -5.987 -3.512  0.357
H: 2.423 -4.021 -2.746  0.195
H: 2.288 -4.732 -1.180  0.328
H: 0.924 -2.397 -2.173  0.071
H: 0.532 -3.227 -0.678  -0.776
H: 0.023 -4.193 -4.308  0.274
H: -1.035 -5.461 -3.726  0.336
C: -2.728 -3.580 2.917  -0.941
C: -1.417 -3.081 2.404  0.324
C: -1.284 -1.675 2.970  0.741
O: -2.685 -1.326 3.156  -0.515
C: -3.639 -2.345 2.872  0.024
H: -2.667 -3.883 3.962  0.334
H: -3.159 -4.394 2.334  0.377
H: -1.427 -3.141 1.316  -0.252
H: -0.656 -3.775 2.762  0.168
H: -0.794 -0.955 2.314  -0.595
H: -0.812 -1.681 3.952  0.099
H: -4.043 -2.203 1.870  -0.158
H: -4.454 -2.340 3.595  0.326
C: -0.576 1.440 0.653  0.319
C: 0.120 0.332 -0.174  0.987
C: -1.025 -0.464 -0.866  1.442
O: -2.147 0.401 -0.803  -0.556
C: -2.088 1.155 0.462  -0.785
H: -0.311 2.408 0.228  -0.751
H: -0.274 1.524 1.697  0.528
H: 0.790 -0.245 0.463  -0.809
H: 0.811 0.741 -0.910  0.155
H: -1.246 -1.373 -0.307  -1.049
H: -0.785 -0.620 -1.917  -0.332
H: -2.508 0.586 1.292  0.248
H: -2.751 2.015 0.370  0.416